No. 1
Density functional theory data (ωB97M-V with the def2-TZVPD basis set) for a single C21H18N2O4 molecule.

Calculated values
ΔE to the lowest compared entry with this formula, charge and spin   10.16 kcal/mol
Frontier orbital gap   0.3186 Eh
SMILES   O=C(Nc1ccc(COc2ccccc2)cc1)Nc1cccc(C(=O)O)c1
Largest force on an atom   0.70 eV/Å
Charge   0
E_HOMO   -0.3067 Eh
DFT total energy   -1221.575270 hartree
LUMO energy   0.3 eV

Each line ends with the natural charge from an NBO analysis.
CARTESIAN COORDINATES (ANGSTROEM)
O: 1.5444 1.1701 -0.3589  -0.6309
C: 1.8474 0.0283 -0.1066  0.7965
N: 0.9494 -1.0017 0.0500  -0.6079
C: -0.4449 -0.9618 -0.0565  0.1445
C: -1.1388 -2.1576 0.1187  -0.2403
C: -2.5161 -2.1897 0.0263  -0.1904
C: -3.2305 -1.0327 -0.2513  -0.0738
C: -4.7295 -1.0655 -0.3848  -0.0748
O: -5.2665 0.0924 0.2187  -0.4937
C: -6.6109 0.2963 0.1682  0.3018
C: -7.0650 1.4714 0.7704  -0.2586
C: -8.4089 1.7785 0.7754  -0.1884
C: -9.3247 0.9229 0.1816  -0.2470
C: -8.8780 -0.2410 -0.4139  -0.2034
C: -7.5298 -0.5616 -0.4254  -0.2706
C: -2.5353 0.1568 -0.4244  -0.1909
C: -1.1583 0.2021 -0.3251  -0.1911
N: 3.1463 -0.4108 0.0608  -0.6317
C: 4.3278 0.3262 -0.0300  0.2365
C: 4.3549 1.6975 -0.2799  -0.2486
C: 5.5663 2.3628 -0.3556  -0.1935
C: 6.7589 1.6862 -0.1865  -0.1764
C: 6.7381 0.3156 0.0639  -0.1634
C: 8.0228 -0.3923 0.2407  0.7776
O: 9.1093 0.1275 0.1871  -0.5868
O: 7.8831 -1.7108 0.4740  -0.6916
C: 5.5265 -0.3600 0.1420  -0.2382
H: 1.3153 -1.9198 0.2598  0.3873
H: -0.5953 -3.0679 0.3332  0.2010
H: -3.0371 -3.1254 0.1695  0.2118
H: -5.1308 -1.9700 0.0941  0.1804
H: -4.9990 -1.0918 -1.4537  0.1837
H: -6.3381 2.1244 1.2273  0.2234
H: -8.7460 2.6908 1.2447  0.2139
H: -10.3769 1.1635 0.1852  0.2128
H: -9.5822 -0.9155 -0.8790  0.2118
H: -7.2126 -1.4786 -0.8975  0.2103
H: -3.0859 1.0612 -0.6298  0.2245
H: -0.6314 1.1311 -0.4582  0.2473
H: 3.2918 -1.3910 0.2579  0.3872
H: 3.4278 2.2286 -0.4136  0.2597
H: 5.5724 3.4245 -0.5496  0.2196
H: 7.7103 2.1909 -0.2430  0.2364
H: 8.7598 -2.1117 0.5792  0.5023
H: 5.5255 -1.4223 0.3368  0.2218

---

No. 2
Density functional theory data (ωB97M-V with the def2-TZVPD basis set) for a molecular structure, C21H18N2OPdS2SbSe4 at a distorted geometry.

Calculated values
ΔE to the lowest compared entry with this formula, charge and spin   29.52 kcal/mol
Frontier orbital gap (spin up / spin down)   0.1894 / 0.1964 Eh
Largest force on an atom   2.34 eV/Å
Charge   -1
E_HOMO (spin up / spin down)   -0.1787 / -0.1821 Eh
DFT total energy   -11766.057728 hartree
LUMO energy (spin up / spin down)   0.3 / 0.4 eV

Each line ends with the natural charge from an NBO analysis.
CARTESIAN COORDINATES (ANGSTROEM)
Pd: 0.0606 -0.2601 -1.5773  0.7596
Se: 2.3293 5.1259 0.8759  -0.6403
Sb: 2.4896 4.4475 -1.3916  0.8549
Se: 2.5257 -0.2833 -1.7734  -0.0869
Se: 1.5357 1.8352 -1.5398  -0.1851
Se: 1.7090 5.9258 -3.0605  -0.6305
C: -4.4794 -0.4691 -2.3647  -0.8172
S: -2.6841 -0.4104 -2.4562  1.2912
O: -2.1613 -1.2578 -1.3276  -0.9721
C: -2.4792 1.2761 -1.8729  -0.3145
C: -2.2117 1.5111 -0.5335  -0.2132
C: -1.8981 2.8040 -0.1327  -0.1927
C: -1.9109 3.8443 -1.0494  -0.1951
C: -2.2218 3.6012 -2.3836  -0.2199
C: -2.4733 2.3070 -2.8071  -0.1611
H: -4.7908 -0.2740 -1.3392  0.2343
H: -4.7956 -1.4602 -2.6856  0.2400
H: -4.8672 0.2920 -3.0405  0.2324
H: -2.2162 0.6911 0.1695  0.2643
H: -1.6087 2.9887 0.8937  0.2260
H: -1.6382 4.8441 -0.7358  0.2283
H: -2.2140 4.4146 -3.0973  0.2230
H: -2.6220 2.0898 -3.8588  0.2146
N: 0.1264 -0.1545 0.3215  -0.4920
C: 0.8051 -0.8756 1.1076  0.1818
C: 1.6367 -2.0617 0.7478  -0.1068
C: 2.9582 -2.1333 1.1818  -0.1418
C: 3.8169 -3.0751 0.6414  -0.2363
C: 3.3599 -3.9522 -0.3345  -0.2153
C: 2.0337 -3.9135 -0.7406  -0.2028
C: 1.1713 -2.9692 -0.2004  -0.2050
C: 0.7624 -0.4675 2.5494  0.0063
C: 0.7573 -1.4197 3.5647  -0.2220
C: 0.6593 -1.0237 4.8910  -0.2204
C: 0.5835 0.3253 5.2094  -0.2189
C: 0.6115 1.2782 4.1990  -0.2028
C: 0.6950 0.8853 2.8723  -0.2058
H: 3.3215 -1.4136 1.9054  0.2111
H: 4.8539 -3.0989 0.9528  0.2069
H: 4.0458 -4.6496 -0.7995  0.2080
H: 1.6676 -4.5734 -1.5159  0.2376
H: 0.1382 -2.9327 -0.5302  0.2415
H: 0.8220 -2.4706 3.3103  0.2199
H: 0.6463 -1.7690 5.6767  0.2061
H: 0.5112 0.6343 6.2449  0.2051
H: 0.5764 2.3325 4.4434  0.2124
H: 0.7313 1.6168 2.0744  0.2440
S: -0.5571 -4.0066 -3.5498  -0.3125
C: -0.1908 -2.4199 -3.5434  0.1342
N: 0.0794 -1.2755 -3.5911  -0.6723

---

No. 3
Density functional theory data (ωB97M-V with the def2-TZVPD basis set) for 2 unconnected molecules or ions with the total composition C21H18N4O5S at a distorted geometry.

Calculated values
ΔE to the lowest compared entry with this formula, charge and spin   197.38 kcal/mol
Frontier orbital gap   0.2780 Eh
SMILES   NC(=O)CCc1cccc2c1Sc1ccc(ON=O)cc1N2.O=[N+]([O-])c1ccccc1
Largest force on an atom   4.28 eV/Å
Charge   0
E_HOMO   -0.2987 Eh
DFT total energy   -1804.160479 hartree
LUMO energy   -0.6 eV

Each line ends with the natural charge from an NBO analysis.
CARTESIAN COORDINATES (ANGSTROEM)
N: -1.7657 4.5316 -3.6717  -0.8748
C: -1.5177 3.4936 -2.6385  0.7012
O: -0.9940 3.8390 -1.6130  -0.5166
C: -1.9792 2.0310 -2.9831  -0.5270
C: -2.8751 1.3537 -1.8448  -0.4298
C: -2.4253 -0.1372 -1.6287  -0.0717
C: -3.1926 -1.3041 -2.0532  -0.2164
C: -2.6834 -2.6799 -1.8456  -0.2136
C: -1.3848 -2.8762 -1.1922  -0.2097
C: -0.5485 -1.7502 -0.7437  0.1128
C: -1.1306 -0.3680 -0.9874  -0.0605
S: -0.0489 1.0290 -0.4451  0.2527
C: 1.5968 0.3660 -0.9179  -0.1832
C: 2.6298 1.2238 -1.4857  -0.2179
C: 3.9191 0.6402 -1.8807  -0.2406
C: 4.0839 -0.7921 -1.6568  0.2340
O: 5.3155 -1.4047 -2.0329  -0.4344
N: 5.0339 -2.1356 -3.2189  0.4041
O: 4.9478 -1.4236 -4.1435  -0.2239
C: 3.0618 -1.6747 -1.0896  -0.2546
C: 1.7785 -1.1021 -0.6872  0.1572
N: 0.7354 -1.9290 -0.0914  -0.6562
H: -2.6785 4.2639 -4.0665  0.3570
H: -1.0459 4.3751 -4.3885  0.3756
H: -2.6447 2.1069 -3.8891  0.2096
H: -1.1382 1.3415 -3.2527  0.2603
H: -3.9725 1.4625 -2.0200  0.2261
H: -2.6345 1.8857 -0.8783  0.2337
H: -4.1767 -1.1728 -2.5726  0.2196
H: -3.3080 -3.5350 -2.2041  0.2273
H: -0.9480 -3.8894 -1.0127  0.2324
H: 2.3937 2.3029 -1.6303  0.2397
H: 4.7217 1.2853 -2.3177  0.2465
H: 3.2133 -2.7698 -0.9281  0.2516
H: 0.6778 -1.6389 0.8904  0.3871
O: -0.3577 -2.8524 2.9904  -0.3836
N: -0.8805 -1.7601 3.1193  0.5114
O: -1.7832 -1.3499 2.4205  -0.3666
C: -0.3798 -0.8799 4.1806  0.0791
C: 0.6788 -1.3008 4.9744  -0.2081
C: 1.1651 -0.4554 5.9616  -0.2108
C: 0.5908 0.7958 6.1509  -0.1750
C: -0.4750 1.2041 5.3580  -0.2092
C: -0.9647 0.3652 4.3670  -0.2040
H: 1.1328 -2.2735 4.8345  0.2491
H: 1.9949 -0.7705 6.5827  0.2239
H: 0.9765 1.4565 6.9193  0.2207
H: -0.9215 2.1791 5.5106  0.2248
H: -1.7931 0.6934 3.7522  0.2506

---

No. 4
Density functional theory data (ωB97M-V with the def2-TZVPD basis set) for a molecular structure, C21H18N7ORe.

Calculated values
2S+1   2
ΔE to the lowest compared entry with this formula, charge and spin   4.66 kcal/mol
Frontier orbital gap (spin up / spin down)   0.2572 / 0.2593 Eh
Largest force on an atom   0.71 eV/Å
Charge   +3
E_HOMO (spin up / spin down)   -0.6991 / -0.7002 Eh
DFT total energy   -1346.750356 hartree
LUMO energy (spin up / spin down)   -12.0 / -12.0 eV

Each line ends with the natural charge from an NBO analysis.
CARTESIAN COORDINATES (ANGSTROEM)
Re: 0.2734 0.2839 -0.4594  1.7111
C: 1.8064 0.8915 2.0340  -0.2637
N: 0.3640 0.6876 1.6774  -0.4419
C: -0.1837 -0.4773 2.4553  -0.2778
C: -1.0173 -1.3751 1.5909  0.2208
C: -1.8091 -2.3789 2.1034  -0.2077
C: -2.5042 -3.2083 1.2318  -0.0469
C: -2.3994 -3.0030 -0.1410  -0.2081
C: -1.5972 -1.9892 -0.6025  0.0634
N: -0.9096 -1.1892 0.2535  -0.4643
C: -0.4110 1.9470 1.9533  -0.2621
C: -1.4992 2.1755 0.9459  0.2193
C: -2.5792 2.9880 1.1937  -0.2051
C: -3.4579 3.2844 0.1549  -0.0456
C: -3.2240 2.7602 -1.1096  -0.2117
C: -2.1394 1.9371 -1.3003  0.0871
N: -1.2938 1.6355 -0.2829  -0.5294
C: 2.6698 -0.0342 1.2312  0.2264
C: 3.9201 -0.4324 1.6327  -0.2089
C: 4.7135 -1.1659 0.7526  -0.0316
C: 4.2270 -1.4801 -0.5113  -0.2114
C: 2.9592 -1.0833 -0.8564  0.0970
N: 2.1787 -0.3740 0.0041  -0.5389
H: 1.9715 0.7711 3.1055  0.2590
H: 2.0840 1.9149 1.7748  0.2581
H: -0.7627 -0.1268 3.3095  0.2608
H: 0.6508 -1.0576 2.8543  0.2597
H: -1.8816 -2.5124 3.1753  0.2702
H: -3.1228 -4.0078 1.6197  0.2766
H: -2.9321 -3.6257 -0.8464  0.2817
H: -1.4868 -1.7831 -1.6604  0.2470
H: 0.2759 2.7923 1.8827  0.2610
H: -0.8074 1.9463 2.9682  0.2572
H: -2.7281 3.4079 2.1802  0.2708
H: -4.3130 3.9246 0.3325  0.2769
H: -3.8760 2.9847 -1.9424  0.2830
H: -1.9301 1.4916 -2.2632  0.2392
H: 4.2894 -0.1585 2.6125  0.2732
H: 5.7050 -1.4834 1.0507  0.2781
H: 4.8254 -2.0309 -1.2240  0.2854
H: 2.5340 -1.3233 -1.8204  0.2388
O: 0.3698 0.1739 -2.2812  -0.5036
N: -0.3685 -0.3921 -3.3183  -0.0675
C: 0.2874 -0.2853 -4.4204  0.1449
C: -0.3375 -0.7781 -5.6089  0.1579
N: -0.8423 -1.1733 -6.5616  -0.0418
C: 1.6159 0.2691 -4.4687  0.1771
N: 2.6923 0.6622 -4.4015  -0.1138